i | 7
Properties=species:S:1:pos:R:3:nbo_charge:R:1 method="wB97M-V/def2-TZVPD" e_homo_ev="-9.48 / -10.20" total_charge=0
C 0.166 1.296 -0.331 0.927
N -0.884 -2.405 0.314 -0.111
F 1.098 0.889 -1.099 -0.301
F 0.714 1.955 0.759 -0.349
F -0.697 2.031 -0.990 -0.311
F 0.347 -2.995 0.465 -0.239
Br -0.743 -0.772 0.882 0.384

ii | 7
Properties=species:S:1:pos:R:3:nbo_charge:R:1 method="wB97M-V/def2-TZVPD" e_homo_ev="-11.39 / -11.38" total_charge=0
C 0.324 -0.624 0.033 1.024
N -0.753 -0.094 -0.784 -0.576
F 0.402 -2.023 0.221 -0.330
F 0.385 -0.012 1.208 -0.306
F 1.341 -0.206 -0.655 -0.281
F -1.461 1.933 0.446 -0.533
Br -2.309 0.157 -0.058 1.002

Computed stability ranking, most favorable first: ii, i

i | 13
Properties=species:S:1:pos:R:3:nbo_charge:R:1 method="wB97M-V/def2-TZVPD" e_homo_ev=-8.46 total_charge=0 smiles=CSC.SS
C 0.994 -1.996 1.060 -0.728
S -0.771 -1.393 0.995 0.132
C -0.766 0.426 1.343 -0.736
H 1.096 -2.947 1.699 0.228
H 1.292 -2.356 0.099 0.215
H 1.688 -1.172 1.324 0.221
H -0.905 1.096 0.462 0.207
H 0.211 0.529 1.802 0.225
H -1.709 0.778 1.837 0.235
S -0.795 0.873 -3.063 -0.094
S -0.121 2.717 -2.508 -0.174
H -1.489 0.845 -2.017 0.109
H 1.275 2.601 -3.033 0.160

ii | 13
Properties=species:S:1:pos:R:3:nbo_charge:R:1 method="wB97M-V/def2-TZVPD" e_homo_ev=-8.97 total_charge=0 smiles=CCS.SS
C -1.713 -0.995 0.115 -0.620
C -0.614 -1.940 -0.407 -0.507
S 0.726 -0.914 -1.088 -0.057
H -2.494 -0.900 -0.627 0.216
H -1.316 -0.054 0.463 0.217
H -2.231 -1.503 0.925 0.212
H -0.286 -2.638 0.363 0.206
H -0.978 -2.533 -1.246 0.212
H 1.340 -1.821 -1.859 0.120
S 1.257 3.128 -0.020 -0.116
S 1.897 3.365 1.882 -0.137
H 1.543 4.362 -0.468 0.126
H 2.869 2.446 1.968 0.128

Computed stability ranking, most favorable first: ii, i

i | 15
Properties=species:S:1:pos:R:3:nbo_charge:R:1 method="wB97M-V/def2-TZVPD" e_homo_ev=-2.66 total_charge=-1 smiles="CC(=O)NCC[O-]"
C 0.718 0.717 1.510 -0.732
C 1.414 0.171 0.293 0.673
O 2.561 -0.264 0.361 -0.681
N 0.697 0.177 -0.851 -0.611
C -0.759 0.366 -0.906 -0.260
C -1.639 -0.805 -0.369 -0.009
O -2.880 -0.394 -0.111 -0.943
H 0.431 1.772 1.426 0.220
H -0.240 0.239 1.711 0.255
H 1.351 0.599 2.389 0.219
H 1.168 -0.300 -1.605 0.385
H -1.017 0.457 -1.964 0.182
H -1.028 1.280 -0.407 0.187
H -1.091 -1.242 0.502 0.059
H -1.546 -1.613 -1.148 0.057

ii | 15
Properties=species:S:1:pos:R:3:nbo_charge:R:1 method="wB97M-V/def2-TZVPD" e_homo_ev=-3.67 total_charge=-1 smiles="CCCNC(=O)[O-]"
C -1.529 1.570 -0.360 -0.617
C -0.411 0.691 0.349 -0.409
C -0.096 -0.596 -0.438 -0.198
N 0.718 -1.582 0.225 -0.713
C 2.102 -1.370 0.365 0.853
O 2.712 -2.187 1.049 -0.804
O 2.571 -0.345 -0.168 -0.823
H -2.519 1.295 -0.054 0.191
H -1.264 2.693 -0.147 0.198
H -1.509 1.526 -1.555 0.189
H -0.885 0.399 1.339 0.172
H 0.451 1.325 0.551 0.222
H -1.125 -1.043 -0.662 0.157
H 0.413 -0.220 -1.444 0.210
H 0.372 -2.155 0.949 0.374

Computed stability ranking, most favorable first: ii, i

i | 23
Properties=species:S:1:pos:R:3:nbo_charge:R:1 method="wB97M-V/def2-TZVPD" e_homo_ev=-9.64 total_charge=0 smiles="C=CCCCN.O.O"
C -2.301 2.849 -0.688 -0.416
C -1.501 2.041 -1.363 -0.155
C -0.310 1.289 -0.790 -0.442
C -0.802 -0.061 -0.210 -0.424
C -0.144 -1.302 -0.854 -0.214
N 0.727 -2.037 0.039 -0.874
H -3.236 3.112 -1.168 0.202
H -2.041 3.240 0.285 0.198
H -1.670 1.657 -2.358 0.190
H 0.205 1.889 -0.036 0.205
H 0.444 1.117 -1.560 0.200
H -0.510 -0.124 0.842 0.230
H -1.887 -0.088 -0.183 0.217
H -0.978 -1.916 -1.216 0.167
H 0.402 -0.998 -1.743 0.186
H 1.157 -2.832 -0.424 0.367
H 0.302 -2.496 0.836 0.364
O 3.565 -1.132 0.729 -0.930
H 3.062 -1.275 1.535 0.450
H 2.842 -0.878 0.148 0.477
O 0.607 -0.829 2.922 -0.942
H 1.202 -1.320 2.349 0.467
H 0.866 0.094 2.907 0.475

ii | 23
Properties=species:S:1:pos:R:3:nbo_charge:R:1 method="wB97M-V/def2-TZVPD" e_homo_ev=-9.16 total_charge=0 smiles="C/C=C/CNC.O.O"
C -1.863 0.911 -2.613 -0.653
C -1.548 0.003 -1.463 -0.141
C -0.446 -0.697 -1.332 -0.216
C -0.191 -1.623 -0.183 -0.252
N 0.309 -0.958 1.040 -0.632
C 0.270 -1.887 2.157 -0.419
H -1.640 0.496 -3.604 0.219
H -1.412 1.883 -2.466 0.226
H -2.954 1.073 -2.669 0.214
H -2.249 -0.017 -0.640 0.190
H 0.328 -0.702 -2.080 0.195
H 0.586 -2.341 -0.432 0.190
H -1.054 -2.243 0.108 0.167
H -0.302 -0.175 1.232 0.348
H 0.791 -1.469 3.015 0.200
H 0.833 -2.775 1.890 0.193
H -0.742 -2.143 2.471 0.171
O 2.963 1.254 0.880 -0.950
H 2.093 1.080 0.499 0.472
H 3.345 0.367 0.999 0.475
O -0.210 2.325 0.818 -0.934
H 0.527 2.815 0.431 0.472
H 0.261 1.732 1.419 0.465

iii | 23
Properties=species:S:1:pos:R:3:nbo_charge:R:1 method="wB97M-V/def2-TZVPD" e_homo_ev=-9.29 total_charge=0 smiles=NCCCCCO.O
N 2.104 -1.729 1.062 -0.824
C 1.687 -1.808 -0.367 -0.212
C 1.674 -0.387 -1.025 -0.423
C 0.641 0.554 -0.381 -0.401
C -0.633 0.742 -1.229 -0.428
C -1.777 -0.153 -0.854 -0.074
O -2.604 0.658 0.009 -0.739
H 1.448 -1.141 1.602 0.344
H 2.865 -1.030 1.117 0.343
H 2.502 -2.332 -0.866 0.190
H 0.722 -2.292 -0.569 0.181
H 2.722 -0.132 -1.121 0.203
H 1.382 -0.609 -2.049 0.191
H 0.327 0.062 0.591 0.192
H 1.090 1.520 -0.285 0.218
H -0.870 1.795 -1.153 0.227
H -0.325 0.661 -2.289 0.203
H -2.298 -0.408 -1.777 0.169
H -1.437 -1.083 -0.406 0.168
H -3.200 0.087 0.507 0.473
O -0.756 1.770 2.300 -0.952
H -1.140 2.650 2.237 0.468
H -1.343 1.227 1.753 0.480

Computed stability ranking, most favorable first: iii, ii, i